216
Properties=species:S:1:pos:R:3 method="wB97M-V/def2-TZVPD" fmax_ev_per_a=14.7 spin_multiplicity=2 charge=+1 energy_ev=-255120.5694 s2=0.753
C 11.49542 7.95688 -12.99684
C 12.65228 7.34323 -12.13288
N 13.89670 8.23003 -11.66801
C 14.75328 8.53184 -13.01270
C 13.41651 9.62153 -11.13413
C 12.96778 9.52151 -9.67071
C 14.72126 7.49428 -10.53716
C 15.48901 6.24876 -10.85221
O 14.90959 5.26113 -11.61518
C 14.19835 4.22881 -10.96529
H 10.59733 7.34877 -13.10523
H 11.73190 8.33169 -13.99268
H 11.14074 8.82765 -12.44541
H 13.15008 6.58499 -12.73735
H 12.26386 6.81909 -11.25966
H 14.15001 9.16219 -13.66602
H 15.00019 7.53144 -13.36813
H 15.59699 9.10151 -12.62318
H 12.78476 10.09000 -11.88879
H 14.26884 10.29920 -11.18323
H 12.66985 10.47311 -9.23049
H 13.80455 9.21915 -9.04103
H 12.22537 8.72864 -9.57974
H 13.98257 7.23028 -9.78036
H 15.36535 8.30294 -10.19175
H 15.96777 5.76881 -9.99867
H 16.26249 6.73563 -11.44617
H 13.40535 4.49726 -10.26729
H 14.90117 3.52204 -10.52412
H 13.75635 3.64562 -11.77314
C 12.13821 9.27901 -2.75231
C 11.45294 10.59293 -3.04298
N 11.07465 10.75853 -4.60911
C 9.93332 9.72699 -4.91292
C 10.63739 12.23444 -4.98629
C 9.40068 12.84479 -4.34518
C 12.21775 10.39857 -5.58682
C 13.44642 11.24646 -5.64951
O 14.03414 11.15170 -4.34536
C 14.84678 12.31933 -4.07591
H 12.33372 9.17378 -1.68517
H 13.15726 9.17917 -3.12602
H 11.69340 8.32279 -3.02775
H 12.07547 11.46019 -2.82292
H 10.52973 10.68967 -2.47164
H 9.53957 9.87936 -5.91784
H 9.24282 9.72797 -4.06953
H 10.51581 8.80916 -4.83301
H 10.66576 12.33695 -6.07109
H 11.44067 12.77225 -4.48270
H 8.88468 12.14164 -3.69140
H 8.66867 13.06395 -5.12250
H 9.59892 13.76707 -3.79910
H 11.94504 10.38194 -6.64201
H 12.49112 9.39855 -5.25020
H 13.31767 12.23022 -6.10089
H 14.19338 10.85353 -6.33925
H 14.23581 13.22184 -4.05892
H 15.57132 12.34201 -4.88992
H 15.48191 12.19548 -3.19877
C 19.23028 16.29385 -4.95269
C 18.03013 15.69669 -4.36168
O 17.96584 14.51179 -4.06507
N 16.84049 16.51496 -4.24068
H 16.97050 17.39516 -3.76274
H 16.41499 16.73861 -5.12895
C 15.76414 15.85432 -3.33843
H 19.29459 17.17769 -4.31803
H 19.21636 16.58323 -6.00349
H 20.04252 15.59802 -4.74243
H 16.22450 15.57983 -2.38932
H 15.28062 14.98858 -3.79100
H 15.00246 16.61491 -3.16685
C 18.28052 12.24988 -6.85048
C 18.13806 11.21594 -5.83628
O 18.11659 11.59173 -4.68257
N 18.17351 9.76017 -6.33906
H 18.09757 9.84573 -7.34255
H 19.06010 9.44859 -5.96893
C 17.07461 8.93247 -5.70991
H 18.99401 11.96753 -7.62462
H 18.83220 13.04411 -6.34755
H 17.30930 12.57397 -7.22436
H 17.01899 9.01770 -4.62467
H 17.28110 7.91951 -6.05540
H 16.20219 9.26015 -6.27524
C 8.40947 13.47479 0.69515
C 8.24157 14.32407 -0.53219
O 7.88882 13.86619 -1.61079
N 8.47811 15.88990 -0.37168
H 7.97043 16.11610 0.47164
H 9.41388 16.13559 -0.08173
C 7.95279 16.70447 -1.55915
H 9.46986 13.47682 0.94748
H 8.05399 12.44801 0.60876
H 8.02808 13.89558 1.62551
H 8.11957 17.77541 -1.44348
H 6.91433 16.48067 -1.80334
H 8.67869 16.29446 -2.26134
C 17.24858 16.39456 0.33520
C 18.50011 15.67186 0.64623
C 18.89314 14.67306 -0.46818
C 19.99234 13.60232 -0.07063
N 20.22670 12.48655 -1.06923
C 21.27063 11.45765 -0.60741
C 22.69326 11.99356 -0.73000
C 22.53749 13.00646 -1.78914
C 21.06909 12.96512 -2.27895
C 18.90332 11.71597 -1.53584
C 18.15396 11.07012 -0.41771
C 16.66214 10.62416 -0.57423
H 16.69329 16.55444 1.25943
H 16.70042 15.88584 -0.45777
H 17.48715 17.37034 -0.08792
H 18.10330 15.08904 1.47748
H 19.31202 16.30095 1.01110
H 19.14064 15.23850 -1.36658
H 18.08782 14.12016 -0.95178
H 19.88552 13.11298 0.89749
H 20.95266 14.09544 0.08003
H 21.27909 10.64124 -1.32956
H 21.00385 11.11999 0.39405
H 23.40331 11.24647 -1.08469
H 23.07726 12.32005 0.23646
H 23.29616 12.75168 -2.52915
H 22.73925 14.01908 -1.43986
H 20.93312 12.16421 -3.00568
H 20.68582 13.85666 -2.77530
H 19.23971 10.92244 -2.20309
H 18.37755 12.46003 -2.13420
H 18.21732 11.73157 0.44633
H 18.75096 10.21007 -0.11440
H 16.36829 10.55598 -1.62166
H 15.94658 11.28856 -0.08982
H 16.52136 9.64353 -0.11962
C 10.59341 14.94333 -8.26348
C 10.03703 15.26618 -9.66229
C 8.80279 16.12968 -9.61199
C 7.99835 15.89993 -10.85193
N 7.04513 17.10629 -11.04736
C 7.99298 18.29025 -11.39958
C 7.95107 18.39198 -12.95798
C 6.41800 18.25460 -13.18124
C 6.19240 16.99321 -12.38892
C 6.22280 17.46734 -9.74686
C 5.28915 16.23745 -9.43940
C 3.88801 16.62716 -8.89700
H 11.10031 15.78266 -7.78739
H 11.38573 14.19915 -8.34443
H 9.85220 14.54676 -7.56963
H 9.72558 14.31467 -10.09323
H 10.67904 15.76503 -10.38828
H 9.15472 17.14953 -9.45665
H 8.23677 15.81356 -8.73575
H 7.25601 15.10180 -10.84916
H 8.57278 15.81936 -11.77478
H 7.71315 19.23852 -10.94067
H 9.07148 18.23258 -11.25263
H 8.14338 19.38074 -13.37449
H 8.59590 17.66865 -13.45709
H 5.97239 19.17936 -12.81470
H 6.07830 18.15188 -14.21185
H 5.13851 16.87993 -12.13477
H 6.59677 16.16719 -12.97398
H 5.62721 18.31830 -10.07739
H 6.81595 17.83391 -8.90908
H 5.84304 15.56475 -8.78459
H 5.19948 15.63266 -10.34178
H 3.31903 16.95559 -9.76677
H 3.82035 17.48988 -8.23424
H 3.43810 15.71669 -8.50111
N 11.24906 15.99959 -0.36176
S 12.33311 14.92439 -0.98285
O 13.73062 15.02847 -0.53899
O 12.12006 14.43942 -2.37665
F 11.89278 13.71069 0.03372
S 12.01400 17.20846 -0.52000
O 12.84606 17.46937 -1.73432
O 12.42646 17.66829 0.81583
F 10.71927 18.17296 -0.86458
N 11.59625 8.76641 2.23644
S 10.39257 8.22920 1.13200
O 10.67332 7.98172 -0.20282
O 9.09792 8.78642 1.43759
F 10.29553 6.70562 1.67728
S 11.90370 10.06337 1.73028
O 11.02886 11.18090 2.04006
O 12.56307 10.15195 0.49551
F 13.25928 10.21265 2.72287
N 5.76251 11.50531 -8.17809
S 5.83600 10.77515 -6.62315
O 4.60553 10.03155 -6.30085
O 6.62538 11.39574 -5.54729
F 6.83086 9.64014 -7.19222
S 5.20244 12.84446 -7.47740
O 6.11502 13.81882 -7.04326
O 3.91030 12.71236 -6.78178
F 4.67921 13.42056 -8.91661
N 7.50319 4.78447 -3.95387
S 7.83193 5.99323 -3.13637
O 6.72609 6.73373 -2.53460
O 9.01514 6.76892 -3.53754
F 8.42424 5.12204 -1.83784
S 6.57329 5.64389 -5.11502
O 6.99498 6.99996 -5.46748
O 5.13315 5.26964 -5.11821
F 7.03620 4.80713 -6.37331
N 15.73519 16.30359 -6.65516
S 14.40516 15.91501 -6.99772
O 14.01875 14.59363 -6.57033
O 13.80030 16.35775 -8.28939
F 13.61160 16.85052 -5.90096
S 16.52428 15.75770 -8.05202
O 16.81083 16.73965 -9.08541
O 16.14595 14.43996 -8.57722
F 17.97784 15.43504 -7.43998